Entry one
Here is H22O11Xe as an isolated structure from the Open Molecules 2025 dataset. Energies are from wB97M-V/def2-TZVPD.

Each line ends with the Löwdin charge.
Element x y z (Å)
Xe1 0.346 0.328 0.449  0.46
O1 2.595 1.177 3.079  -0.07
H1 2.029 0.562 3.546  0.04
H2 2.427 2.021 3.498  0.05
O2 -2.219 -2.414 -0.818  -0.06
H3 -2.504 -3.241 -1.207  0.08
H4 -2.084 -1.831 -1.565  0.02
O3 3.808 -0.954 -1.407  -0.04
H5 4.347 -0.459 -2.024  0.06
H6 3.004 -1.145 -1.891  0.04
O4 -1.786 -0.755 3.441  -0.08
H7 -1.401 -1.605 3.226  0.02
H8 -2.277 -0.509 2.656  -0.04
O5 -3.231 -0.476 1.079  -0.07
H9 -3.905 -0.968 1.549  0.06
H10 -2.886 -1.097 0.437  -0.01
O6 -1.080 -1.477 -3.331  -0.04
H11 -0.184 -1.568 -3.008  0.04
H12 -1.053 -0.707 -3.899  0.05
O7 -1.908 2.892 2.040  -0.07
H13 -1.285 2.318 1.595  -0.08
H14 -2.740 2.734 1.595  0.02
O8 2.618 2.619 -2.118  -0.07
H15 3.247 3.340 -2.124  0.03
H16 2.883 2.075 -1.376  -0.03
O9 3.718 1.304 0.362  -0.10
H17 3.255 1.035 1.156  -0.04
H18 3.778 0.505 -0.163  -0.03
O10 0.172 -3.451 0.242  -0.08
H19 0.076 -3.343 1.189  0.02
H20 -0.677 -3.189 -0.116  -0.04
O11 -1.989 2.051 -1.918  -0.08
H21 -2.667 1.377 -1.963  0.02
H22 -2.426 2.851 -2.211  0.03

The value obtained for the gap between HOMO and LUMO is 10.56 eV. The value obtained for the HOMO energy is -10.673 eV. The charge is 0.

=====

Entry two
Here is H22O11Xe as an isolated structure from the Open Molecules 2025 dataset. Energies are from wB97M-V/def2-TZVPD.

Each line ends with the Löwdin charge.
Element x y z (Å)
Xe1 -0.096 -0.141 -0.560  0.36
O1 -1.788 -1.510 -3.880  -0.05
H1 -1.565 -2.229 -4.472  0.06
H2 -2.590 -1.138 -4.246  0.06
O2 -0.032 1.407 3.144  -0.07
H3 0.370 1.836 2.389  -0.04
H4 -0.939 1.254 2.879  -0.02
O3 3.266 1.717 0.071  -0.04
H5 3.302 2.026 -0.834  0.06
H6 2.480 2.126 0.433  0.00
O4 -2.770 1.117 2.335  -0.05
H7 -3.170 1.654 1.652  0.05
H8 -2.716 0.242 1.952  -0.01
O5 0.914 -1.552 3.595  -0.06
H9 0.832 -0.823 2.980  -0.01
H10 0.190 -2.137 3.372  0.02
O6 0.627 3.472 -1.825  -0.07
H11 0.181 3.030 -1.103  -0.05
H12 0.191 4.321 -1.895  0.03
O7 0.496 3.086 1.073  -0.07
H13 -0.317 3.579 1.186  0.08
H14 1.168 3.638 1.472  0.08
O8 2.316 -3.297 -1.875  -0.08
H15 2.615 -2.437 -1.581  -0.05
H16 2.294 -3.230 -2.830  0.03
O9 -2.785 -2.494 -1.485  -0.08
H17 -2.233 -3.263 -1.345  0.05
H18 -2.386 -2.044 -2.230  -0.04
O10 -3.119 -1.656 1.342  -0.06
H19 -2.933 -1.855 0.424  -0.02
H20 -2.483 -2.176 1.833  0.04
O11 3.450 -0.950 -1.016  -0.08
H21 3.382 -0.082 -0.617  -0.02
H22 3.851 -1.494 -0.338  0.06

The value obtained for the gap between HOMO and LUMO is 10.38 eV. The value obtained for the HOMO energy is -10.590 eV. The charge is 0.

=====

Most stable: entry two (next structure +0.096 eV)

=====

Entry one
Here is one molecule with the formula C3H3BrF2O from the Open Molecules 2025 dataset. Energies are from wB97M-V/def2-TZVPD.

Each line ends with the Löwdin charge.
Element x y z (Å)
C1 1.692 0.791 0.110  -0.82
C2 0.482 -0.112 -0.114  -0.11
C3 -0.961 0.518 0.080  -0.48
O1 1.585 1.897 0.542  0.06
F1 -1.796 -0.485 -0.119  0.06
F2 -1.282 1.372 -0.834  0.12
Br1 3.358 -0.165 -0.237  0.70
H1 0.668 -0.706 -1.061  0.13
H2 0.557 -0.815 0.814  0.16
H3 -1.268 0.892 1.122  0.18

The value obtained for the gap between HOMO and LUMO is 11.39 eV. Its SMILES is O=C(Br)CC(F)F. The value obtained for the HOMO energy is -10.913 eV. The charge is 0.

=====

Entry two
Here is a 2-piece molecular cluster, C3H3BrF2O overall from the Open Molecules 2025 dataset. Energies are from wB97M-V/def2-TZVPD.

Each line ends with the Löwdin charge.
Element x y z (Å)
C1 -0.629 -0.683 -0.730  -0.31
C2 -1.153 0.300 0.147  -0.55
C3 1.645 -0.062 0.184  -0.29
O1 -0.816 -1.453 -1.574  0.17
F1 1.770 0.444 1.430  0.02
F2 1.999 0.816 -0.700  0.07
Br1 -3.178 0.487 0.086  0.52
H1 -0.828 1.329 -0.185  0.10
H2 -0.919 -0.029 1.241  0.12
H3 2.110 -1.150 0.101  0.15

The value obtained for the gap between HOMO and LUMO (spin up / spin down) is 8.11 / 8.33 eV. The value obtained for the HOMO energy (spin up / spin down) is -7.978 / -8.616 eV. The charge is 0.

=====

Most stable: entry one (next structure +3.338 eV)

=====

Entry one
Here is a 2-piece molecular cluster, C2H6IN2O overall from the Open Molecules 2025 dataset. Energies are from wB97M-V/def2-TZVPD.

Each line ends with the Löwdin charge.
Element x y z (Å)
C1 -0.098 0.170 -0.257  -0.46
C2 -0.148 1.217 -1.341  0.01
N1 0.907 -0.618 -0.179  0.20
N2 -0.972 0.184 0.761  0.18
O1 0.494 -1.838 2.072  -0.84
I1 0.587 -3.675 2.126  1.32
H1 0.215 0.994 -2.400  0.13
H2 0.550 1.993 -1.230  0.08
H3 -1.056 1.636 -1.418  0.04
H4 1.834 -0.629 -0.621  0.12
H5 -1.636 0.907 0.880  0.11
H6 -0.675 -0.340 1.608  0.09

The value obtained for the gap between HOMO and LUMO (spin up / spin down) is 5.12 / 5.12 eV. The value obtained for the HOMO energy (spin up / spin down) is -13.457 / -13.463 eV. The charge is +1.

=====

Entry two
Here is an isolated ion of composition C2H6IN2O and charge +1 from the Open Molecules 2025 dataset. Energies are from wB97M-V/def2-TZVPD.

Each line ends with the Löwdin charge.
Element x y z (Å)
C1 -0.521 -0.963 -0.299  -0.50
C2 0.592 0.295 0.293  -0.66
N1 -0.218 -2.238 -0.076  0.18
N2 0.276 1.479 -0.423  0.04
O1 -1.506 -0.544 -0.852  0.07
I1 2.687 -0.103 -0.091  0.92
H1 0.280 0.191 1.388  0.13
H2 0.594 -2.610 0.498  0.15
H3 -0.885 -2.901 -0.376  0.12
H4 0.995 1.767 -1.186  0.17
H5 -0.668 1.377 -0.956  0.19
H6 -0.009 2.241 0.250  0.20

The value obtained for the gap between HOMO and LUMO is 9.67 eV. Its SMILES is NC(=O)[C@H]([NH3+])I. The value obtained for the HOMO energy is -13.944 eV. The charge is +1.

=====

Most stable: entry two (next structure +5.039 eV)